Below is C27H49CaCl2F6LiN3O13S3 as an isolated structure, with properties calculated with the ωB97M-V functional and the def2-TZVPD basis.

Structure (XYZ):
```
105
Properties=species:S:1:pos:R:3:forces:R:3
C 5.105746 -0.664243 0.691441 -1.5 -0.1 -0.7
C 3.688308 -1.264545 0.375794 1.8 2.3 -0.5
O 3.337923 -2.295263 0.796707 -0.9 -2.2 0.5
O 2.882148 -0.495619 -0.463575 1.2 -0.1 0.2
C 2.335701 0.630759 0.283639 -0.9 0.6 -0.1
C 0.927564 0.182920 0.696380 -1.0 1.5 0.4
C 0.030260 0.647875 -0.500051 1.9 0.5 1.2
N -1.387881 0.564031 -0.257409 2.6 -0.8 1.5
N -1.914244 1.689990 0.178436 -2.6 -1.6 0.7
C -3.217529 1.486430 0.420635 -1.9 1.6 0.6
C -3.950821 2.732785 1.009417 0.3 -1.4 1.7
C -4.273033 2.393433 2.530957 0.1 0.1 -0.1
F -5.149252 2.955549 0.368350 0.7 0.1 0.0
C -4.013195 0.315034 0.221741 2.1 -1.5 -1.0
C -3.316887 -0.868832 -0.274262 0.0 3.6 1.0
C -1.925949 -0.603013 -0.464281 -1.4 -3.2 0.0
C -0.983654 -1.718494 -0.955982 -0.4 -0.5 -1.1
C -0.842309 -1.570359 -2.529494 -0.3 -0.3 0.5
C -0.405535 -2.899965 -3.230324 0.7 0.4 -0.3
C 1.156035 -3.031579 -3.195493 -1.4 -1.5 0.2
O 1.852184 -2.249873 -2.618763 -1.2 -2.2 -0.1
O 1.814568 -4.080578 -3.823213 -0.8 0.4 0.7
H 4.999595 -0.069390 1.619972 0.3 -0.4 -0.5
H 5.353307 0.000335 -0.157753 0.3 -0.3 0.6
H 5.785736 -1.526631 0.803963 -0.2 0.7 0.1
H 2.958722 0.984185 1.131504 0.0 -0.7 -0.5
H 2.230319 1.495984 -0.414057 0.3 -0.8 0.3
H 0.825453 -0.883463 0.971532 0.5 0.6 -0.1
H 0.610391 0.798307 1.578915 0.2 -0.6 -0.5
H 0.306777 0.161665 -1.442784 -0.3 0.5 0.8
H 0.317398 1.710544 -0.631921 -0.9 -0.8 -0.1
H -3.292462 3.621479 1.038460 -0.4 -0.4 -0.8
H -3.845826 3.177720 3.196253 -0.4 -0.5 -0.4
H -5.369671 2.323415 2.694638 0.6 0.2 -0.2
H -3.842466 1.414609 2.829394 -0.2 0.6 -0.2
H -5.086927 0.329337 0.452419 0.6 0.1 -0.2
H -3.789432 -1.840209 -0.451313 0.4 0.5 0.1
H -0.009826 -1.755300 -0.435233 -0.6 0.1 -0.4
H -1.460963 -2.717607 -0.788871 0.0 0.8 0.1
H -0.097905 -0.800891 -2.821129 -0.7 -0.2 0.1
H -1.852253 -1.239267 -2.902465 1.6 -0.4 0.4
H -0.897250 -3.806294 -2.803791 0.5 0.4 -0.1
H -0.699846 -2.875155 -4.307588 0.3 0.1 0.7
H 1.459515 -4.913652 -3.479206 -0.2 0.0 -0.4
C -7.955716 3.404258 -2.706220 -0.7 1.1 0.2
F -7.037171 4.006076 -3.501697 0.1 -0.4 -0.1
F -7.721623 3.846217 -1.470288 0.4 -0.5 -0.1
F -9.151581 3.891546 -3.078196 1.0 -0.8 -0.9
S -7.881115 1.555341 -2.819323 -0.2 -1.2 0.0
O -6.530499 1.203942 -2.394003 0.1 0.3 -0.1
O -8.145360 1.248134 -4.220866 0.2 0.4 -0.1
O -8.909556 1.073661 -1.921906 0.1 0.3 0.0
Li 2.648281 -0.950888 -2.694667 1.3 4.3 0.3
O 2.336853 1.353016 4.763734 0.4 -0.1 -0.4
S 2.961216 2.605017 4.440405 -0.1 0.9 0.5
O 3.550495 2.836314 3.152695 -0.1 -0.5 0.0
O 4.027740 2.963514 5.576692 -0.4 0.1 -0.2
C 5.074782 2.021615 5.852500 0.6 -0.6 0.0
C 6.124269 1.994452 4.756415 -0.1 0.0 -0.3
C 1.823806 3.911658 4.766490 0.0 0.0 0.1
H 4.652968 1.028536 6.023949 -0.2 0.1 0.0
H 5.539185 2.337807 6.786302 -0.3 0.2 0.0
H 5.706845 1.629539 3.817890 0.0 0.0 0.0
H 6.951475 1.338283 5.031855 0.0 0.0 0.1
H 6.510912 2.997465 4.569769 0.0 0.0 0.1
H 1.388959 3.767535 5.753839 0.1 0.0 0.0
H 1.049618 3.868615 4.001147 0.1 -0.1 -0.1
H 2.352325 4.860189 4.706205 0.0 -0.1 0.0
F -2.747033 -1.813453 -4.337744 -2.3 -1.8 -1.3
Ca -4.398598 -3.021583 -4.814063 1.3 2.0 0.6
C -1.237046 1.348232 8.856543 -0.1 0.0 -0.1
C -0.965705 0.509345 7.603069 -0.1 0.0 0.1
C 0.314475 1.049584 6.956570 -0.4 -0.3 -0.2
S 1.288114 1.752266 8.286550 -0.2 -0.4 -0.1
O 1.386797 3.179115 8.081185 0.2 -0.1 0.0
O 2.450335 0.928179 8.513728 0.2 0.4 0.0
C 0.098744 1.447611 9.585072 -0.4 0.0 0.2
H -2.003954 0.898328 9.487153 0.0 0.0 0.0
H -1.580017 2.344837 8.566422 0.0 0.0 0.1
H -0.820741 -0.535669 7.889249 0.0 0.0 0.0
H -1.802557 0.543987 6.905405 0.1 0.0 0.0
H 0.884733 0.262115 6.472199 0.2 0.2 0.0
H 0.097966 1.842044 6.243029 0.1 0.0 0.0
H 0.132324 2.254619 10.314577 0.2 0.0 -0.1
H 0.359839 0.500916 10.059274 0.1 0.0 0.0
Cl -1.744977 1.945197 -2.148507 -1.8 1.7 -2.2
C 3.468645 -3.394398 -8.932944 0.2 -0.1 -0.1
C 2.863132 -3.947107 -7.645624 -0.2 0.2 -0.2
C 1.668492 -4.889141 -7.881456 0.1 -0.1 0.3
O 0.457913 -4.233335 -8.224623 0.1 -0.3 -0.1
C 0.350380 -3.863317 -9.588385 -0.2 0.2 0.1
N 2.504271 -2.828029 -6.770891 -0.2 -0.2 0.1
H 2.867742 -2.595814 -9.368058 -0.1 0.0 0.1
H 4.455806 -2.974283 -8.733307 -0.1 0.0 0.0
H 3.587856 -4.181582 -9.681624 0.0 0.0 0.0
H 3.643295 -4.532402 -7.148151 -0.1 -0.1 0.1
H 1.460808 -5.409391 -6.941331 -0.1 0.1 0.0
H 1.908556 -5.665058 -8.620233 0.0 0.1 -0.1
H 0.834132 -4.588044 -10.249484 0.1 0.0 0.0
H 0.767950 -2.867661 -9.747896 0.1 -0.1 -0.2
H -0.709786 -3.818099 -9.841222 0.0 -0.1 0.1
H 2.198296 -3.199887 -5.875956 0.2 0.0 0.0
H 1.663794 -2.400636 -7.154835 0.1 0.2 0.0
Cl 0.803663 1.522067 -3.051761 2.9 -0.8 -1.7
F -10.227313 4.192474 -1.196267 -0.9 0.3 1.0
```
Forces are in eV/Å.

Output
Net charge ... -1
Lowest unoccupied orbital energy ... -1.925 eV
Multiplicity ... 1
HOMO level ... -3.31 eV
F_max ... 4.48 eV Å⁻¹


Below is an isolated molecule of C5H5N, with properties calculated with the ωB97M-V functional and the def2-TZVPD basis.

Structure (XYZ):
```
11
Properties=species:S:1:pos:R:3:forces:R:3
C -1.239235 -0.661834 -1.403349 0.3 0.4 -0.4
C -1.142013 -0.695245 -0.083275 -0.6 -0.8 0.2
C 0.017779 -0.144158 0.622424 -0.2 1.1 -2.1
C 0.296923 -0.247593 1.893141 0.9 -0.4 2.0
C 0.863843 0.671545 -0.250243 1.3 1.2 -0.2
N 1.552819 1.376294 -0.870281 -1.2 -1.3 0.9
H -0.521318 -0.118195 -2.024693 -0.2 -0.3 0.2
H -2.043055 -1.158928 -1.906053 -0.4 0.0 -0.2
H -1.949361 -1.204576 0.473713 0.8 0.3 0.0
H 1.196737 0.193512 2.368377 -0.8 -0.3 -0.5
H -0.336521 -0.882165 2.508420 0.1 0.2 0.1
```
Forces are in eV/Å.

Output
Lowest unoccupied orbital energy ... 0.246 eV
Multiplicity ... 1
HOMO level ... -9.79 eV
F_max ... 2.33 eV Å⁻¹
SMILES string ... C=CC(=C)C#N
Relative energy (zero: lowest compared OMol25 entry of this formula, charge and spin) ... 34.5 kcal/mol